1.
{"formula": "C3H19N2O7", "method": "ωB97M-V/def2-TZVPD", "total_charge": 1, "lumo_energy_ev": -2.74, "relative_energy_kcal_mol": 25.6, "fmax_ev_per_a": 5.161, "homo_ev": -12.90, "elements": ["C", "C", "N", "C", "N", "H", "H", "H", "H", "H", "H", "H", "O", "H", "H", "O", "H", "H", "O", "H", "H", "O", "H", "H", "O", "H", "H", "O", "H", "H", "O"], "xyz": [[0.715, 2.116, 1.421], [-0.656, 2.031, 1.577], [-0.898, 0.738, 1.922], [0.279, 0.005, 1.946], [1.314, 0.872, 1.628], [1.485, 2.891, 1.244], [-1.340, 2.874, 1.502], [-1.792, 0.294, 2.013], [0.431, -1.060, 2.207], [2.310, 0.676, 1.326], [-0.908, 2.344, -1.957], [-2.232, 3.036, -1.664], [-1.219, 3.167, -1.397], [-1.158, -1.723, -1.238], [-1.874, -3.026, -1.737], [-1.880, -2.015, -1.819], [4.165, -0.296, -0.353], [3.145, -1.531, -0.268], [3.432, -0.719, 0.196], [-1.627, -2.599, 2.522], [-2.903, -2.064, 2.185], [-2.032, -1.750, 2.355], [1.968, -1.877, -2.036], [2.194, -3.311, -1.642], [2.103, -2.484, -1.342], [1.297, -0.338, -3.765], [-0.289, -0.732, -3.347], [0.651, -0.500, -3.026], [-2.494, 0.183, -0.834], [-0.952, 0.215, -1.567], [-1.602, 0.534, -0.854]], "mulliken_charge": [-0.167, -0.444, 0.143, -0.269, 0.041, 0.422, 0.339, 0.265, 0.349, 0.314, 0.280, 0.332, -0.618, 0.345, 0.308, -0.636, 0.307, 0.390, -0.676, 0.271, 0.274, -0.557, 0.346, 0.267, -0.630, 0.303, 0.374, -0.662, 0.284, 0.167, -0.464]}

2.
{"formula": "C2H6NO", "method": "ωB97M-V/def2-TZVPD", "total_charge": 1, "lumo_energy_ev": -4.03, "smiles": "[NH3+]CC=O", "relative_energy_kcal_mol": 0.8, "fmax_ev_per_a": 0.477, "homo_ev": -15.54, "elements": ["N", "C", "C", "O", "H", "H", "H", "H", "H", "H"], "xyz": [[-0.164, 0.133, -1.336], [0.448, -0.784, -0.328], [0.170, -0.172, 1.046], [-0.433, 0.863, 1.121], [-1.145, 0.317, -1.094], [0.250, 1.070, -1.288], [-0.092, -0.200, -2.299], [1.517, -0.807, -0.494], [0.024, -1.781, -0.430], [0.553, -0.722, 1.917]], "mulliken_charge": [-0.348, -0.550, 0.202, -0.427, 0.367, 0.362, 0.339, 0.338, 0.346, 0.371]}